{"formula": "C62H54O22S", "method": "ωB97M-V/def2-TZVPD", "charge": 0, "orbital_gap_ev": 8.2, "energy_ha": -4447.9812, "lumo_energy_ev": -1.697, "multiplicity": 1, "symbols": ["C", "C", "C", "C", "C", "C", "O", "S", "O", "O", "O", "C", "C", "H", "H", "H", "H", "H", "H", "H", "H", "H", "H", "H", "H", "H", "H", "H", "H", "H", "H", "C", "C", "C", "O", "C", "C", "C", "O", "H", "H", "H", "H", "C", "C", "C", "O", "C", "C", "C", "O", "H", "H", "H", "H", "C", "C", "C", "O", "C", "C", "C", "O", "H", "H", "H", "H", "C", "C", "C", "O", "C", "C", "C", "O", "H", "H", "H", "H", "C", "C", "C", "O", "C", "C", "C", "O", "H", "H", "H", "H", "C", "C", "C", "O", "C", "C", "C", "O", "H", "H", "H", "H", "C", "C", "C", "O", "C", "C", "C", "O", "H", "H", "H", "H", "C", "C", "C", "O", "C", "C", "C", "O", "H", "H", "H", "H", "C", "C", "C", "O", "C", "C", "C", "O", "H", "H", "H", "H"], "coordinates": [[3.6026, 3.4944, -1.1527], [3.7959, 2.8829, -2.5464], [2.6126, 2.0526, -3.0530], [2.6721, 0.6223, -2.4918], [1.2826, 0.0153, -2.2798], [0.5000, 0.7802, -1.2066], [-0.7353, 1.3497, -1.6917], [-1.9618, 0.3069, -1.8758], [-1.7509, -0.8207, -1.0027], [-3.1442, 1.1837, -1.0698], [-4.1007, 1.5798, -2.1228], [-5.1935, 2.1990, -1.4532], [-5.7866, 3.1846, -2.4331], [2.6224, 3.9459, -1.0390], [3.7604, 2.7162, -0.4104], [4.3541, 4.2596, -0.9847], [4.0621, 3.6662, -3.2548], [4.6612, 2.2238, -2.4654], [2.7050, 2.0163, -4.1374], [1.6673, 2.5216, -2.7852], [3.2816, 0.5670, -1.5922], [3.1667, 0.0252, -3.2608], [1.3578, -1.0260, -1.9736], [0.7708, 0.0655, -3.2402], [1.1017, 1.6320, -0.9140], [0.3679, 0.2014, -0.2984], [-5.9081, 1.4403, -1.1325], [-4.7954, 2.6866, -0.5645], [-6.2449, 2.6431, -3.2561], [-5.0078, 3.8475, -2.7912], [-6.5835, 3.7243, -1.9287], [1.8461, 4.3474, 2.9099], [1.3889, 5.3771, 3.6161], [0.1303, 6.0707, 3.2403], [-0.2854, 7.0099, 3.8823], [-0.5987, 5.5696, 2.0473], [-0.1414, 4.5400, 1.3410], [1.1162, 3.8484, 1.7184], [1.5307, 2.9100, 1.0736], [2.7612, 3.8279, 3.1647], [1.9045, 5.7572, 4.4886], [-1.5136, 6.0884, 1.7913], [-0.6564, 4.1581, 0.4675], [3.7506, -4.1251, 1.8689], [4.1160, -2.9009, 2.2385], [3.1687, -1.9906, 2.9326], [3.5013, -0.8771, 3.2731], [1.7987, -2.4972, 3.1952], [1.4343, -3.7208, 2.8257], [2.3822, -4.6311, 2.1366], [2.0464, -5.7512, 1.8134], [4.4249, -4.8055, 1.3648], [5.1095, -2.5119, 2.0565], [1.1242, -1.8185, 3.7014], [0.4412, -4.1106, 3.0096], [5.6146, 8.6817, -4.8120], [4.9398, 8.1836, -3.7798], [5.1783, 6.7993, -3.3032], [4.5669, 6.3449, -2.3591], [6.1945, 5.9884, -4.0203], [6.8674, 6.4858, -5.0537], [6.6317, 7.8732, -5.5309], [7.2475, 8.3265, -6.4702], [5.4572, 9.6896, -5.1746], [4.1957, 8.7595, -3.2432], [6.3516, 4.9811, -3.6545], [7.6121, 5.9129, -5.5913], [5.7474, 9.6368, -0.5545], [6.7758, 9.6551, 0.2882], [7.4429, 10.9286, 0.6618], [8.3805, 10.9459, 1.4275], [6.9164, 12.1807, 0.0600], [5.8880, 12.1626, -0.7826], [5.2231, 10.8898, -1.1555], [4.2843, 10.8705, -1.9233], [5.2465, 8.7184, -0.8388], [7.1730, 8.7544, 0.7384], [7.4160, 13.0972, 0.3462], [5.4898, 13.0630, -1.2325], [-6.3552, -3.8427, -0.0925], [-6.9611, -3.3569, 0.9858], [-6.6083, -2.0206, 1.5288], [-7.1573, -1.5740, 2.5140], [-5.5558, -1.2478, 0.8151], [-4.9549, -1.7350, -0.2676], [-5.3087, -3.0733, -0.8040], [-4.7641, -3.5174, -1.7928], [-6.5995, -4.8147, -0.5006], [-7.7291, -3.9105, 1.5064], [-5.3136, -0.2734, 1.2217], [-4.1951, -1.1912, -0.8126], [-2.7582, -7.9568, -0.9922], [-1.9121, -7.5356, -1.9290], [-0.5338, -7.0904, -1.5835], [0.2326, -6.7010, -2.4363], [-0.1385, -7.1421, -0.1531], [-0.9859, -7.5651, 0.7771], [-2.3579, -8.0018, 0.4354], [-3.1181, -8.3695, 1.3084], [-3.7665, -8.2777, -1.2214], [-2.1828, -7.4912, -2.9760], [0.8637, -6.8171, 0.0909], [-0.7166, -7.6056, 1.8250], [-6.0696, -9.0512, 3.9953], [-6.0443, -8.1864, 2.9867], [-6.9647, -7.0244, 2.9485], [-6.9391, -6.2482, 2.0147], [-7.9069, -6.8539, 4.0765], [-7.9319, -7.7153, 5.0885], [-7.0184, -8.8831, 5.1237], [-7.0391, -9.6699, 6.0490], [-5.4059, -9.9051, 4.0445], [-5.3578, -8.2782, 2.1536], [-8.5645, -5.9957, 4.0303], [-8.6116, -7.6105, 5.9219], [4.4766, -0.9936, -8.3436], [4.9577, -0.7365, -7.1311], [4.0539, -0.5487, -5.9694], [4.4917, -0.3114, -4.8630], [2.5930, -0.6596, -6.2098], [2.1113, -0.9166, -7.4221], [3.0151, -1.1048, -8.5858], [2.5781, -1.3405, -9.6899], [5.1173, -1.1335, -9.2047], [6.0185, -0.6520, -6.9332], [1.9514, -0.5198, -5.3488], [1.0504, -1.0009, -7.6191], [-3.9871, -6.9614, 8.4866], [-5.0725, -6.9626, 7.7182], [-5.7227, -5.6926, 7.3065], [-6.7140, -5.6860, 6.6057], [-5.1170, -4.4242, 7.7835], [-4.0321, -4.4240, 8.5520], [-3.3800, -5.6930, 8.9637], [-2.3902, -5.6928, 9.6618], [-3.4979, -7.8748, 8.7993], [-5.5286, -7.8784, 7.3639], [-5.6074, -3.5111, 7.4707], [-3.5754, -3.5107, 8.9109]], "forces_ev_per_angstrom": [[0.4, -0.3, -0.4], [0.0, 0.2, 0.4], [0.7, -0.1, 0.4], [-0.4, -0.3, -0.8], [0.2, 0.2, 0.4], [1.0, 0.3, -0.1], [-0.5, -0.4, 0.4], [-0.5, 0.2, -0.5], [0.3, -0.1, 0.2], [-0.3, 0.2, -0.5], [0.7, -0.2, 0.2], [0.3, 0.0, 0.3], [-0.2, -0.5, 0.3], [-0.1, 0.0, 0.1], [-0.3, 0.0, 0.3], [0.0, 0.1, 0.1], [-0.1, 0.1, -0.1], [0.2, -0.1, -0.3], [-0.4, -0.1, -0.2], [-0.1, 0.2, -0.1], [-0.1, 0.1, 0.2], [0.2, 0.0, 0.5], [0.0, -0.2, -0.2], [-0.3, -0.1, 0.0], [-0.2, 0.3, 0.1], [-0.4, -0.1, -0.1], [-0.1, -0.1, 0.0], [-0.1, 0.2, 0.0], [0.1, 0.1, -0.2], [-0.1, 0.2, -0.1], [0.0, 0.3, 0.0], [0.0, 0.0, 0.0], [0.0, 0.0, 0.0], [0.0, 0.0, 0.0], [0.0, 0.0, 0.0], [0.0, 0.0, 0.0], [0.0, 0.0, 0.0], [0.0, 0.0, 0.0], [0.0, -0.1, 0.1], [0.0, 0.0, 0.0], [0.0, 0.0, 0.0], [0.0, 0.0, 0.0], [0.0, 0.0, 0.0], [0.0, 0.0, 0.0], [0.0, 0.0, 0.0], [0.0, 0.0, 0.0], [0.0, 0.0, 0.0], [0.0, 0.0, 0.0], [0.0, 0.0, 0.0], [-0.1, 0.0, 0.1], [0.0, 0.0, 0.0], [0.0, 0.0, 0.0], [0.0, 0.0, 0.0], [0.0, 0.0, 0.0], [0.0, 0.0, 0.0], [0.0, 0.0, 0.0], [-0.1, 0.0, 0.0], [0.0, 0.0, -0.1], [0.0, 0.1, 0.1], [0.0, 0.0, 0.0], [0.0, 0.0, 0.0], [0.0, 0.0, 0.0], [0.0, 0.0, 0.0], [0.0, 0.0, 0.0], [0.0, 0.0, 0.0], [0.0, 0.0, 0.0], [0.0, 0.0, 0.0], [0.0, 0.0, 0.0], [0.0, 0.0, 0.0], [0.0, 0.0, 0.0], [0.0, 0.0, 0.0], [0.0, 0.0, 0.0], [0.0, 0.0, 0.0], [0.0, -0.1, 0.0], [0.0, 0.0, -0.1], [0.0, 0.0, 0.0], [0.0, 0.0, 0.0], [0.0, 0.0, 0.0], [0.0, 0.0, 0.0], [0.0, -0.1, 0.0], [0.0, 0.1, 0.0], [0.1, 0.0, -0.1], [0.0, 0.0, 0.0], [0.0, 0.0, 0.0], [-0.1, 0.1, 0.0], [0.0, 0.0, 0.0], [0.0, 0.0, 0.0], [0.0, 0.0, 0.0], [0.0, 0.0, 0.1], [0.0, 0.0, 0.0], [0.0, 0.0, 0.1], [0.0, 0.0, 0.0], [0.0, 0.0, 0.1], [-0.1, 0.0, 0.0], [0.0, 0.0, 0.0], [0.1, 0.0, -0.1], [0.0, 0.0, 0.1], [0.1, 0.1, 0.1], [-0.2, -0.1, -0.1], [0.0, 0.0, 0.0], [0.0, 0.0, 0.0], [0.0, 0.0, 0.0], [0.0, 0.0, 0.0], [0.0, 0.0, 0.0], [0.1, 0.0, -0.1], [0.0, -0.1, 0.0], [-0.1, 0.0, 0.0], [-0.1, -0.1, -0.1], [-0.1, -0.1, -0.2], [0.0, 0.0, 0.0], [0.0, 0.0, 0.0], [0.0, 0.0, 0.0], [0.0, 0.0, 0.0], [0.0, 0.0, 0.0], [0.0, 0.0, 0.0], [0.0, 0.0, 0.0], [0.0, 0.0, 0.0], [0.0, 0.0, 0.0], [0.2, -0.1, -0.3], [0.0, 0.0, 0.0], [0.0, 0.0, 0.0], [0.0, 0.0, 0.0], [0.0, 0.0, 0.0], [0.0, 0.0, 0.0], [0.0, 0.0, 0.0], [0.0, 0.0, 0.0], [0.0, 0.0, 0.0], [0.0, 0.0, 0.0], [0.0, 0.0, 0.0], [0.0, 0.1, 0.0], [0.1, 0.0, 0.2], [0.0, 0.0, 0.0], [0.0, 0.0, 0.0], [0.0, 0.0, 0.0], [0.0, 0.0, 0.0], [0.0, 0.0, 0.0], [0.0, 0.0, 0.0], [0.0, 0.0, 0.0], [0.0, 0.0, 0.0]]}